Record 1
{
  "formula": "C4H8ClNO2",
  "method": "wB97M-V/def2-TZVPD",
  "total_energy_ha": -822.4002,
  "homo_energy_ev": [-6.20, -6.14],
  "relative_energy_kcal_mol": 148.9,
  "spin_multiplicity": 1,
  "orbital_gap_ev": [5.09, 4.97],
  "symbols": ["C", "C", "C", "C", "N", "O", "O", "Cl", "H", "H", "H", "H", "H", "H", "H", "H"],
  "xyz": [[0.338, -0.231, -2.311], [-0.388, -0.575, 2.210], [-0.674, 0.094, -1.256], [0.128, -0.852, 0.817], [0.646, 2.220, 0.646], [0.893, 2.036, 1.807], [-0.738, -0.840, -0.181], [1.754, -0.643, 0.658], [0.552, -1.337, -2.184], [0.036, -0.009, -3.367], [1.283, 0.211, -2.115], [-0.087, -1.285, 2.969], [-0.097, 0.441, 2.574], [-1.560, -0.631, 2.023], [-1.786, 0.311, -1.552], [-0.300, 1.090, -0.741]]
}

=====

Record 2
{
  "formula": "C4H8CuO3",
  "method": "wB97M-V/def2-TZVPD",
  "total_energy_ha": -2023.2510,
  "homo_energy_ev": [-5.45, -8.93],
  "relative_energy_kcal_mol": 20.7,
  "spin_multiplicity": 2,
  "orbital_gap_ev": [4.63, 8.63],
  "symbols": ["H", "O", "C", "O", "Cu", "O", "C", "H", "H", "C", "H", "H", "C", "H", "H", "H"],
  "xyz": [[-0.334, 1.831, -1.079], [0.915, -0.613, -0.573], [-0.191, -0.486, 0.233], [-0.078, 0.095, 1.376], [-2.150, 0.998, 1.409], [-1.274, -0.065, -0.533], [-1.127, 1.211, -1.521], [-2.157, 1.512, -1.735], [-0.728, 1.073, -2.534], [2.167, -0.719, 0.085], [2.319, 0.131, 0.767], [2.188, -1.631, 0.703], [3.254, -0.761, -0.966], [3.111, -1.616, -1.641], [3.261, 0.164, -1.559], [4.232, -0.864, -0.478]]
}

=====

Record 3
{
  "formula": "C4H8F2",
  "method": "wB97M-V/def2-TZVPD",
  "total_energy_ha": -356.8863,
  "smiles": "FCCCCF",
  "homo_energy_ev": -11.01,
  "relative_energy_kcal_mol": 42.2,
  "spin_multiplicity": 1,
  "orbital_gap_ev": 12.08,
  "symbols": ["C", "C", "C", "C", "H", "H", "H", "H", "H", "H", "H", "H", "F", "F"],
  "xyz": [[0.554, -1.732, -0.059], [0.326, -0.520, -0.944], [-0.980, 0.111, -0.620], [-0.923, 1.230, 0.408], [-0.301, -2.425, 0.114], [1.350, -2.438, -0.565], [1.025, 0.305, -0.865], [0.360, -0.768, -1.944], [-1.928, -0.324, -0.264], [-1.237, 0.644, -1.466], [-0.526, 1.167, 1.476], [-1.961, 1.718, 0.408], [1.088, -1.340, 1.220], [-0.049, 2.183, -0.064]]
}